(1)
Computed, not measured: a 2-piece molecular cluster, C3H9NO2S overall at a distorted geometry, with ωB97M-V with the def2-TZVPD basis set.

CARTESIAN COORDINATES (ANGSTROEM)
C  0.545  -2.089  0.015
N  1.050  -0.820  -0.437
C  0.476  0.343  0.051
O  -0.454  0.264  0.853
C  1.074  1.707  -0.343
S  2.455  1.747  -1.543
H  1.116  -2.892  -0.481
H  -0.522  -2.211  -0.233
H  0.667  -2.194  1.106
H  1.939  -0.778  -0.940
H  0.228  2.337  -0.679
H  1.433  2.114  0.622
H  1.770  1.291  -2.613
O  -4.027  0.682  1.801
H  -3.122  0.406  1.530
H  -4.629  0.094  1.291

The lowest unoccupied orbital energy is 0.022 Ha. The multiplicity is 1. Its energy above the lowest of the compared OMol25 structures with the same formula, charge and spin is 81.0 kJ/mol. As for the total charge: 0. The calculation puts the gap between HOMO and LUMO at 10.208 eV. The maximum force is 0.032 hartree/bohr. The calculation puts the total energy at -19677.57342 eV.

***

(2)
Computed, not measured: C27H18F15N8O4SSbZr as an isolated structure at a distorted geometry, with ωB97M-V with the def2-TZVPD basis set.

CARTESIAN COORDINATES (ANGSTROEM)
Zr  0.233  0.951  0.411
N  4.580  1.692  0.036
C  4.813  0.456  0.593
C  3.648  -0.232  0.467
N  2.709  0.553  -0.159
C  3.306  1.706  -0.394
C  2.532  2.755  -1.025
N  1.227  2.595  -1.091
C  0.737  3.664  -1.802
C  1.770  4.471  -2.162
N  2.909  3.879  -1.660
H  5.233  2.459  0.031
H  5.762  0.181  1.017
H  3.433  -1.240  0.773
H  -0.316  3.781  -1.989
H  1.797  5.387  -2.724
H  3.845  4.229  -1.777
F  -1.099  1.553  2.505
C  -2.272  2.090  2.024
F  -2.974  2.547  3.034
F  -2.953  1.100  1.462
C  -1.799  3.087  0.928
O  -1.189  2.322  -0.037
C  -2.999  3.857  0.326
F  -3.947  3.005  -0.063
F  -2.613  4.543  -0.754
F  -3.516  4.701  1.214
C  -0.755  4.088  1.544
F  0.478  3.529  1.428
F  -0.967  4.340  2.824
F  -0.705  5.238  0.880
F  -0.972  -0.459  0.793
Sb  0.722  -1.649  2.894
F  -0.923  -2.575  2.964
F  1.114  -1.569  -0.260
F  1.462  -2.694  4.286
F  1.380  1.149  1.924
F  0.060  -0.374  4.120
C  1.210  -2.870  -0.867
C  0.684  -3.893  0.080
C  -0.690  -4.057  0.228
C  -1.189  -5.016  1.088
C  -0.309  -5.828  1.798
C  1.067  -5.661  1.669
C  1.559  -4.693  0.810
C  -0.818  -6.854  2.671
N  -1.209  -7.684  3.361
H  0.629  -2.808  -1.785
H  2.267  -3.008  -1.087
H  -1.371  -3.415  -0.318
H  -2.255  -5.139  1.218
H  1.739  -6.289  2.237
H  2.631  -4.568  0.703
O  0.771  0.655  -10.355
S  1.180  0.032  -9.140
O  2.166  0.671  -8.326
O  1.062  -1.422  -9.029
C  -0.490  0.119  -8.002
N  -1.615  0.101  -8.632
C  -2.685  0.109  -7.833
C  -2.553  0.116  -6.451
C  -1.270  0.132  -5.921
N  -0.213  0.123  -6.744
C  -0.951  0.152  -4.469
C  0.375  0.009  -4.063
C  0.672  0.071  -2.721
N  -0.261  0.259  -1.774
C  -1.536  0.356  -2.164
C  -1.920  0.314  -3.491
H  -3.652  0.102  -8.318
H  -3.432  0.088  -5.825
H  1.150  -0.136  -4.802
H  1.690  -0.035  -2.372
H  -2.273  0.464  -1.379
H  -2.966  0.419  -3.738

The lowest unoccupied orbital energy (spin up / spin down) is -0.135 / -0.261 Ha. The multiplicity is 2. Its energy above the lowest of the compared OMol25 structures with the same formula, charge and spin is 282.2 kJ/mol. As for the total charge: +1. The calculation puts the gap between HOMO and LUMO (spin up / spin down) at 8.358 / 4.912 eV. The maximum force is 0.171 hartree/bohr. The calculation puts the total energy at -107817.84690 eV.